(1)
64
Properties=species:S:1:pos:R:3:mulliken_charge:R:1 method="wB97M-V/def2-TZVPD" total_energy_ev=-94873.099 fmax_ev_per_a=3.7 total_charge=+2 de_lowest_kcal_mol=47.4 molar_mass_da=643.701
C -4.790 0.843 -0.417 -1.009
C -3.495 1.189 0.426 0.553
O -2.760 -0.041 0.824 -0.415
C -1.340 0.130 0.625 0.719
O -0.953 0.039 -0.493 -0.303
O -0.413 0.321 1.621 -0.218
C -0.746 1.388 2.514 0.535
F -1.908 1.147 3.247 -0.310
F 0.273 1.399 3.449 -0.275
C -0.755 2.827 1.866 0.135
C 0.710 3.372 1.639 -0.608
Si 0.836 4.791 0.350 0.291
C 2.709 5.192 0.209 -1.120
C -0.201 6.292 0.884 -1.034
C 0.267 4.029 -1.329 0.599
C 1.284 3.719 -2.363 -0.277
C 0.907 3.100 -3.645 -0.730
C -0.516 2.776 -3.938 -0.606
C -1.516 3.123 -2.925 -0.494
C -1.171 3.738 -1.642 -0.481
H -5.029 -0.251 -0.312 0.200
H -5.636 1.481 -0.059 0.339
H -4.540 1.023 -1.501 0.299
H -3.703 1.777 1.359 0.389
H -2.820 1.776 -0.263 -0.390
H -1.223 3.492 2.651 0.407
H -1.423 2.890 0.970 -0.466
H 1.380 2.541 1.285 0.374
H 1.096 3.785 2.609 0.394
H 3.256 4.366 -0.333 0.293
H 3.139 5.189 1.255 0.323
H 2.850 6.175 -0.305 0.334
H 0.471 7.198 0.920 0.334
H -0.576 6.154 1.938 0.336
H -1.077 6.451 0.206 0.316
H 2.367 3.933 -2.232 0.160
H 1.700 2.884 -4.394 0.422
H -0.763 2.295 -4.913 0.477
H -2.585 2.878 -3.153 0.411
H -1.957 3.996 -0.882 0.707
Mg -2.925 -1.875 1.279 1.268
C 1.580 -4.959 0.747 -0.760
C 0.449 -5.211 1.764 0.945
C 0.893 -5.624 3.168 0.070
F 1.568 -6.782 3.166 -0.199
F -0.195 -5.809 3.959 -0.271
F -0.420 -6.102 1.247 -0.281
F -0.254 -4.024 1.887 -0.367
O 1.877 -6.015 -0.157 -0.402
C 2.768 -7.013 0.277 0.746
C 2.106 -8.391 0.359 0.205
F 1.063 -8.383 1.219 -0.221
F 2.984 -9.310 0.809 -0.239
F 3.343 -6.640 1.434 -0.273
F 3.756 -7.052 -0.637 -0.281
H 1.226 -4.153 0.099 0.389
H 2.482 -4.560 1.217 0.375
H 1.517 -4.853 3.629 0.313
H 1.738 -8.706 -0.621 0.255
C 0.678 -0.916 -4.064 -0.414
Cl 0.537 0.618 -3.178 0.093
Cl 0.018 -0.769 -5.694 -0.139
H 1.728 -1.189 -4.131 0.336
H 0.129 -1.686 -3.529 0.238

***

(2)
88
Properties=species:S:1:pos:R:3:mulliken_charge:R:1 method="wB97M-V/def2-TZVPD" total_energy_ev=-105816.914 fmax_ev_per_a=15.4 total_charge=0 de_lowest_kcal_mol=486.2 molar_mass_da=783.612
Sc 0.094 1.812 -0.246 -0.704
C 1.302 0.074 -2.096 -0.896
N 2.448 2.039 -1.010 -0.603
C 2.042 2.345 -2.539 -0.683
C 0.967 3.381 -2.454 0.023
N -0.211 3.299 -1.757 0.409
C -0.638 4.657 -1.760 0.876
C -1.681 5.230 -1.049 -1.186
C -2.146 6.474 -1.482 -0.864
C -1.547 7.127 -2.570 -0.551
C -0.472 6.551 -3.243 -0.949
C -0.028 5.313 -2.798 0.445
N 1.006 4.515 -3.272 0.025
C -0.606 -0.295 -1.680 0.153
N -1.846 0.694 -0.731 -0.498
C -2.594 -0.354 -0.807 1.704
C -3.552 -0.182 -0.120 -0.262
C -4.677 -0.906 -0.223 -0.745
C -4.623 -2.015 -1.079 -0.929
C -3.427 -2.316 -1.827 -0.592
C -2.295 -1.474 -1.713 -0.779
N -1.021 -1.545 -2.335 0.097
H 1.780 -0.971 -1.897 0.036
H 1.294 -0.134 -3.288 0.223
H 2.657 0.986 -0.912 0.255
H 1.968 1.859 -3.549 0.316
H 3.033 2.662 -2.363 0.505
H -2.145 4.721 -0.228 1.006
H -2.982 6.937 -0.974 0.435
H -1.923 8.091 -2.889 0.396
H -0.004 7.047 -4.084 0.408
H 1.634 4.709 -4.042 0.226
H -3.477 0.755 0.503 0.485
H -5.576 -0.674 0.334 0.460
H -5.488 -2.655 -1.179 0.376
H -3.401 -3.176 -2.484 0.436
H -0.721 -2.258 -2.988 0.245
C -1.200 5.539 1.811 -1.264
C -1.171 4.081 1.432 0.223
O -0.370 3.626 0.622 -0.467
N -2.093 3.322 2.096 -0.001
C -2.082 1.871 1.927 -0.719
C -0.851 1.248 2.541 1.126
C -0.901 0.620 3.780 -0.749
C 0.272 0.122 4.327 -0.534
C 1.460 0.270 3.633 -0.872
C 1.426 0.915 2.412 -0.456
N 0.303 1.404 1.860 0.388
H -0.802 6.134 0.992 0.342
H -0.588 5.692 2.703 0.407
H -2.222 5.867 2.007 0.383
H -2.493 3.701 2.940 0.340
H -2.114 1.639 0.850 -0.939
H -2.990 1.472 2.381 1.081
H -1.837 0.524 4.318 0.492
H 0.261 -0.372 5.292 0.421
H 2.394 -0.103 4.031 0.458
H 2.327 1.064 1.828 0.769
O 0.240 0.981 -1.922 0.328
Cl 2.515 -3.957 -1.885 -0.178
C 3.525 -4.742 -0.716 0.803
C 4.680 -5.348 -1.203 -0.593
C 5.571 -5.960 -0.333 -0.458
C 5.305 -5.959 1.028 -0.435
C 4.150 -5.355 1.513 0.344
Cl 3.895 -5.392 3.226 -0.213
C 3.219 -4.759 0.652 -1.024
N 2.112 -4.067 1.202 0.129
C 0.769 -4.248 0.823 0.618
C 0.330 -5.495 0.365 -0.342
C -1.000 -5.713 0.030 -0.924
C -1.925 -4.692 0.177 -0.796
C -1.516 -3.463 0.681 -0.479
C -0.182 -3.229 1.029 -0.021
C 0.170 -1.886 1.640 -0.892
C 1.153 -1.070 0.789 0.192
O 2.357 -1.373 0.925 -0.867
O 0.656 -0.160 0.065 1.096
H 4.897 -5.321 -2.264 0.431
H 6.475 -6.419 -0.714 0.378
H 6.006 -6.419 1.714 0.411
H 2.344 -3.057 1.169 0.399
H 1.038 -6.309 0.258 0.472
H -1.310 -6.681 -0.346 0.397
H -2.963 -4.848 -0.090 0.494
H -2.248 -2.672 0.806 0.447
H 0.596 -2.051 2.635 0.659
H -0.733 -1.291 1.798 -0.104

***

(3)
14
Properties=species:S:1:pos:R:3:mulliken_charge:R:1 method="wB97M-V/def2-TZVPD" total_energy_ev=-7361.140 fmax_ev_per_a=1.5 total_charge=0 de_lowest_kcal_mol=25.7 smiles="O[C@@H]1C=CCC1" molar_mass_da=84.118
O 1.461 -1.302 0.905 -0.516
C 0.944 -0.645 -0.242 0.152
C -0.622 -0.824 -0.263 -0.924
C -1.223 0.554 0.079 -0.446
C -0.039 1.481 0.006 -0.386
C 1.119 0.850 -0.159 -0.483
H 0.599 -1.583 1.210 0.320
H 1.423 -1.082 -1.130 0.244
H -0.912 -1.172 -1.253 0.301
H -1.027 -1.594 0.428 0.412
H -2.016 0.832 -0.621 0.288
H -1.674 0.592 1.084 0.246
H -0.150 2.556 0.100 0.389
H 2.093 1.333 -0.188 0.401